[1]
{
  "formula": "C3H6N4",
  "method": "wB97M-V/def2-TZVPD",
  "gap_ev": 8.9,
  "e_homo_ha": -0.342,
  "e_lumo_ev": -0.35,
  "e_above_lowest_kcal_mol": 71.1,
  "molar_mass_g_mol": 98.109,
  "symbols": ["C", "H", "H", "H", "C", "N", "H", "N", "N", "C", "H", "N", "H"],
  "coordinates": [[1.29493, -0.19220, 0.86369], [-2.21852, -2.46869, -0.67208], [-1.61775, 0.96270, -0.82176], [-2.81849, -0.98269, -1.02092], [0.43684, 0.84472, 0.01272], [-0.93693, -1.01504, -0.29877], [1.72589, 2.31198, -0.08470], [-2.20130, -1.48964, -0.38571], [0.97989, 1.83915, -0.59822], [-0.84760, 0.28624, -0.42647], [2.91054, 0.87185, 0.79948], [2.50589, 0.04023, 1.23244], [0.78659, -1.00860, 1.40029]]
}

[2]
{
  "formula": "C8H30O8",
  "method": "wB97M-V/def2-TZVPD",
  "gap_ev": 10.2,
  "e_homo_ha": -0.359,
  "e_lumo_ev": 0.39,
  "e_above_lowest_kcal_mol": 98.3,
  "molar_mass_g_mol": 254.320,
  "symbols": ["O", "H", "H", "H", "C", "H", "H", "O", "C", "H", "H", "H", "H", "H", "O", "C", "H", "C", "H", "O", "C", "H", "H", "H", "C", "O", "H", "H", "H", "O", "H", "H", "H", "O", "C", "H", "H", "H", "H", "H", "H", "H", "O", "C", "H", "H"],
  "coordinates": [[10.80932, 8.16350, 6.05515], [11.05450, 6.82782, 9.30034], [10.09275, 6.54012, 7.20049], [6.89670, 6.91120, 7.70299], [8.60418, 10.54860, 4.42310], [13.38284, 4.94222, 4.99089], [11.86292, 10.83388, 4.71388], [12.79828, 6.29748, 10.20713], [14.51692, 4.81387, 6.76112], [8.11980, 10.27600, 5.36074], [10.17380, 9.54727, 4.94961], [8.68820, 7.44497, 9.85546], [13.26804, 6.80244, 9.53934], [15.56452, 5.34953, 8.41475], [7.42418, 8.62392, 8.71989], [6.24466, 5.68729, 6.26796], [13.70468, 4.41074, 7.36597], [11.49286, 6.78417, 10.29736], [14.61562, 10.64123, 5.02696], [12.74450, 11.12314, 4.46741], [14.07264, 5.55947, 5.56645], [11.35678, 7.73570, 10.81135], [11.63580, 7.67880, 5.99528], [14.09558, 7.37731, 5.96575], [8.02227, 8.29891, 9.97967], [13.35540, 6.78302, 5.82235], [6.95746, 9.44186, 8.90633], [14.87218, 3.86867, 6.35062], [9.50390, 6.74759, 5.55218], [6.55534, 6.01919, 7.60612], [13.55970, 10.66480, 6.38125], [6.33298, 4.62167, 6.05639], [8.42787, 11.60601, 4.22586], [15.50154, 5.56445, 7.48123], [13.60002, 10.38492, 5.32857], [6.88396, 6.18245, 5.53705], [8.60910, 9.15441, 10.31413], [8.21166, 9.93722, 3.61054], [5.18818, 5.88249, 6.08406], [14.99982, 5.77197, 5.03420], [7.24926, 8.08788, 10.71859], [8.81600, 7.72187, 6.77053], [9.98610, 10.37446, 4.50003], [9.76442, 7.27776, 6.46823], [10.92946, 6.01916, 10.83162], [13.52888, 9.30449, 5.20327]]
}

[3]
{
  "formula": "C5H7OP",
  "method": "wB97M-V/def2-TZVPD",
  "gap_ev": 8.4,
  "e_homo_ha": -0.305,
  "e_lumo_ev": 0.11,
  "e_above_lowest_kcal_mol": 64.5,
  "molar_mass_g_mol": 114.084,
  "symbols": ["C", "H", "H", "H", "C", "C", "H", "O", "H", "H", "C", "P", "H", "C"],
  "coordinates": [[1.53736, 1.22284, -0.06921], [-0.80337, 0.98319, -1.84435], [-2.52455, -0.86789, -1.48511], [-0.49971, -0.74743, 1.88994], [0.39938, 0.25304, -0.05610], [-0.70641, 0.18741, -1.16624], [-2.12308, -2.34607, 0.54708], [2.06794, 1.40634, 1.25773], [2.31132, 0.85789, -0.73440], [1.05694, 2.11301, -0.23152], [-1.65443, -0.72888, -0.83031], [0.27225, -1.21871, 0.90661], [2.03301, 0.40100, 1.59135], [-1.36664, -1.51573, 0.22453]]
}